Computed, not measured: a molecular structure, C47H58AsN5O2PRbSi2, with the ωB97M-V functional and the def2-TZVPD basis.

Element x y z (Å)
Rb -0.976864 -0.461655 0.306332
O -4.386803 1.797063 1.838282
N -3.705665 1.169658 0.997715
N -4.158996 1.085707 -0.219935
O -3.394839 0.440073 -1.092663
C -5.360308 1.669783 -0.723136
C -5.540622 1.556216 -2.106283
C -6.664105 2.083816 -2.715340
C -7.638675 2.731174 -1.964605
C -7.465013 2.836368 -0.594815
C -6.340739 2.317085 0.038084
H -4.770904 1.039082 -2.658816
H -6.780778 1.984242 -3.788197
H -8.520167 3.142874 -2.441844
H -8.215902 3.333146 0.009075
H -6.219396 2.408537 1.100769
C 1.641836 -2.408269 -2.885002
Si 2.276767 -1.788433 -1.157730
C 4.086322 -1.295942 -1.709654
C 2.675409 -3.513608 -0.341699
C 4.008507 -3.834722 -0.044179
C 4.389963 -5.054562 0.503635
C 3.424963 -6.017186 0.756591
C 2.092185 -5.710728 0.498997
C 1.676490 -4.474904 -0.012619
Si -0.234883 -4.094284 -0.096299
C -0.894097 -5.303620 1.290896
C -0.724999 -5.188854 -1.627207
H 2.218021 -3.267500 -3.249698
H 1.718613 -1.613156 -3.638075
H 0.591397 -2.705243 -2.828902
H 4.619644 -2.118789 -2.205436
H 4.690905 -0.961197 -0.859479
H 4.049468 -0.455539 -2.412675
H 4.790307 -3.109720 -0.248239
H 5.436580 -5.249081 0.721379
H 3.699445 -6.987344 1.161540
H 1.340825 -6.462560 0.725039
H -0.728568 -6.372243 1.090053
H -1.972873 -5.153726 1.404607
H -0.435906 -5.067940 2.258509
H -0.333851 -6.210816 -1.520713
H -0.335531 -4.776674 -2.562416
H -1.814707 -5.250741 -1.720563
C 2.359091 1.738986 4.325221
C 2.263513 3.184622 3.858172
As 3.263903 4.530326 4.894658
C 2.718992 4.076401 6.716023
C 3.528321 4.424401 7.796828
C 3.109935 4.201758 9.100414
C 1.865136 3.637325 9.345306
C 1.043788 3.303632 8.278900
C 1.467972 3.524133 6.974809
C 5.001698 3.634006 4.808958
C 5.440165 2.655712 5.698405
C 6.652702 2.010990 5.496934
C 7.437606 2.326588 4.396752
C 7.005607 3.290835 3.499314
C 5.799229 3.943088 3.710328
P 1.976203 0.574149 2.930285
C 3.522520 0.866895 1.982850
C 4.764046 0.380682 2.384648
C 5.905429 0.684398 1.657492
C 5.818832 1.486434 0.527318
C 4.586303 1.976108 0.121290
C 3.440942 1.658626 0.839099
C 2.335599 -1.042439 3.703943
C 2.706616 -1.227169 5.034407
C 2.957625 -2.505218 5.520515
C 2.847980 -3.604197 4.680304
C 2.471310 -3.430180 3.354666
C 2.202972 -2.157815 2.874656
H 1.653592 1.549373 5.137194
H 3.361555 1.514988 4.696299
H 1.226540 3.517617 3.780370
H 2.690309 3.299285 2.857249
H 4.502771 4.865851 7.618045
H 3.757960 4.468887 9.926489
H 1.537930 3.458378 10.361863
H 0.071144 2.862883 8.457936
H 0.813342 3.255004 6.154558
H 4.825974 2.378892 6.546475
H 6.972042 1.241554 6.189189
H 8.373140 1.807471 4.229561
H 7.598215 3.525435 2.624156
H 5.464562 4.688924 2.997134
H 4.834011 -0.256614 3.259559
H 6.864204 0.286107 1.968522
H 6.709061 1.709369 -0.049120
H 4.510853 2.579559 -0.775512
H 2.469623 2.004493 0.502337
H 2.807953 -0.382376 5.705724
H 3.242427 -2.636881 6.558513
H 3.049212 -4.599904 5.057746
H 2.377420 -4.273842 2.683019
H 1.901499 -2.032435 1.837284
C -0.809232 4.534947 -2.877844
N -0.828172 3.358108 -2.047353
C -1.796915 3.313225 -0.971175
C 0.213855 2.465289 -1.997092
N 0.440625 1.811261 -0.919847
N 0.932613 2.357801 -3.205933
C 2.177081 1.611154 -3.114424
C 0.130583 1.924937 -4.346418
H -0.813163 5.442745 -2.262118
H -1.685871 4.576836 -3.535147
H 0.088292 4.539645 -3.491926
H -2.637142 3.962215 -1.225793
H -1.380818 3.638185 -0.012781
H -2.178445 2.297532 -0.871951
H 1.092304 1.035986 -1.062039
H 2.783609 1.992362 -2.293352
H 2.728076 1.738520 -4.048113
H 2.018247 0.541221 -2.946459
H -0.818885 2.454696 -4.367791
H -0.076560 0.848054 -4.302666
H 0.674251 2.135742 -5.269974

Forces on the atoms, in the same order (eV/Å):
Rb -0.07 -0.21 -0.04
O -0.02 0.00 0.00
N 0.01 0.02 0.01
N -0.03 -0.02 -0.01
O 0.00 0.04 0.10
C 0.03 0.00 0.00
C 0.00 0.00 -0.02
C -0.01 0.01 0.01
C 0.00 0.00 -0.01
C 0.00 0.00 0.01
C 0.00 -0.01 0.00
H 0.00 0.00 0.00
H 0.00 0.00 0.00
H 0.00 0.00 0.00
H 0.00 0.00 0.00
H 0.00 0.00 0.01
C -0.04 -0.01 -0.02
Si 0.06 0.03 0.10
C -0.01 0.03 -0.01
C -0.04 -0.01 0.05
C 0.05 -0.01 0.00
C 0.00 0.00 0.01
C -0.03 0.02 -0.01
C 0.01 -0.02 0.02
C 0.04 0.06 0.02
Si -0.09 0.05 0.02
C 0.03 0.01 -0.01
C 0.05 0.00 0.00
H 0.00 0.00 0.00
H 0.00 0.01 0.01
H 0.01 -0.01 -0.01
H -0.01 0.03 -0.03
H 0.01 -0.01 -0.01
H -0.02 0.02 -0.01
H -0.03 -0.04 0.02
H 0.00 0.00 0.00
H 0.00 0.00 0.00
H 0.03 0.00 0.00
H -0.02 0.01 -0.01
H 0.00 0.00 -0.02
H 0.00 0.00 0.00
H -0.01 0.01 0.00
H -0.01 -0.01 0.01
H 0.00 0.01 0.02
C -0.02 -0.05 0.04
C 0.01 0.02 -0.02
As 0.02 0.04 0.03
C -0.01 0.00 -0.01
C 0.01 -0.01 -0.02
C 0.01 0.00 0.00
C 0.00 0.00 0.00
C 0.00 0.00 0.01
C -0.03 0.00 0.01
C -0.02 -0.09 0.01
C -0.02 0.03 0.01
C 0.02 -0.01 -0.02
C -0.01 0.02 0.04
C 0.00 0.04 0.02
C 0.02 0.02 -0.02
P -0.09 0.00 -0.09
C 0.00 0.01 -0.04
C 0.01 0.00 -0.01
C -0.02 -0.03 -0.03
C 0.00 -0.01 0.01
C 0.03 0.00 0.01
C 0.00 0.00 0.01
C 0.01 0.01 0.00
C 0.03 -0.02 0.03
C -0.01 0.02 0.00
C -0.01 0.00 -0.01
C -0.01 0.00 -0.01
C -0.01 0.02 0.00
H 0.04 -0.05 -0.04
H 0.00 0.02 0.02
H 0.00 0.00 0.00
H -0.01 -0.01 0.01
H 0.01 0.00 -0.01
H 0.00 0.00 0.00
H 0.00 0.00 0.00
H 0.00 0.00 0.00
H 0.00 0.04 0.04
H 0.00 0.01 0.01
H 0.00 0.00 0.00
H 0.00 0.00 0.00
H -0.01 0.00 0.00
H 0.01 0.00 0.00
H 0.01 0.00 0.00
H -0.01 0.00 0.00
H 0.00 0.00 -0.01
H 0.00 0.00 0.01
H 0.00 0.01 -0.01
H 0.00 0.00 -0.02
H 0.00 0.00 0.00
H 0.00 0.00 0.00
H 0.01 -0.03 -0.03
H 0.02 -0.02 -0.03
C 0.03 0.06 0.04
N -0.05 0.01 -0.04
C -0.16 0.01 0.06
C -0.01 -0.10 -0.02
N 0.02 0.12 -0.07
N 0.01 -0.02 0.02
C -0.01 0.01 0.00
C 0.02 0.01 0.01
H 0.01 0.01 0.00
H 0.00 0.00 0.02
H -0.01 0.01 0.01
H 0.02 0.00 -0.05
H 0.05 0.01 -0.01
H 0.06 0.02 0.03
H 0.12 -0.02 -0.03
H -0.02 -0.01 -0.02
H 0.01 0.01 -0.01
H 0.01 -0.03 0.01
H 0.02 -0.03 -0.01
H 0.00 0.00 0.00
H 0.00 0.00 -0.01

Output
**LUMO energy**: 0.12852 hartree
**Largest force on an atom**: 0.22 eV/A
**HOMO-LUMO gap**: 3.6 eV
**Relative energy (zero: lowest compared OMol25 entry of this formula, charge and spin)**: 4.1 kcal per mole
**Net charge**: -2

---

Computed, not measured: 3 unconnected molecules or ions with the total composition C35H57BBrF6N3O11P2 at a distorted geometry, with the ωB97M-V functional and the def2-TZVPD basis.

Element x y z (Å)
C -5.198988 -4.315808 -1.548939
C -5.868125 -3.391233 -1.999328
C -6.309507 -1.980041 -2.513370
C -5.914808 -0.796907 -1.479519
C -4.351901 -0.561039 -1.695318
C -3.722069 0.611063 -0.774362
C -4.365968 1.912874 -1.417263
C -4.118145 3.274642 -0.631274
C -3.849857 0.421139 0.811953
B -5.266955 0.622636 1.538198
O -5.623087 -0.378429 2.531545
O -6.200988 1.652591 1.299200
C -7.573813 1.185341 1.316693
P -2.755365 1.544542 1.943627
O -2.416134 0.724174 3.401384
O -3.710973 2.876400 2.459152
N -3.136068 -0.894049 0.952062
C -1.921798 -0.699347 0.168011
O -0.906367 -1.346571 0.347513
C -2.122071 0.432712 -0.980355
C -1.175442 1.692351 -1.016694
O -1.394284 2.605854 -1.934888
C 0.081615 2.006189 -0.120358
F -0.114673 3.358369 0.315863
F 0.205212 1.255984 1.047810
C 1.486239 1.997423 -0.873977
F 1.400355 1.961134 -2.265854
F 2.133406 3.227582 -0.583045
C 2.508385 0.869364 -0.427036
F 3.495995 0.807305 -1.446323
F 1.989962 -0.414545 -0.326180
C 3.311244 1.177003 0.916599
O 4.169754 2.008414 1.032971
O 3.026969 0.373836 2.044785
P -1.518785 -0.565426 -2.504537
O 0.161262 -0.662337 -2.539921
Br -2.031138 0.550046 -4.444314
H -4.572712 -5.182371 -1.211950
H -7.426469 -1.989665 -2.681166
H -5.810341 -1.787654 -3.509687
H -6.572398 0.069310 -1.771256
H -6.166902 -1.234849 -0.454540
H -3.889141 -1.577959 -1.457968
H -4.262513 -0.308559 -2.805336
H -5.469633 1.855842 -1.625997
H -3.859734 2.048939 -2.434443
H -4.172395 4.105119 -1.416793
H -3.101477 3.372730 -0.153324
H -4.947724 3.528220 0.106552
H -6.206592 -1.055056 2.138933
H -7.977037 1.323391 2.367658
H -8.162391 1.906845 0.661382
H -7.717384 0.139886 0.912558
H -3.139783 0.079210 3.576014
H -3.315281 3.694578 2.099523
H -3.011371 -1.250479 1.901384
H 2.134675 0.574189 2.393817
H 0.419077 -1.086632 -3.388289
C 2.347464 -5.240044 -5.950638
C 1.860104 -3.804725 -6.265406
C 1.722824 -3.664305 -7.791294
C 3.078140 -3.666727 -8.493216
C 4.014750 -2.614292 -7.908197
C 4.094451 -2.580623 -6.366441
N 2.772589 -2.764633 -5.693562
O 2.129195 -1.578532 -5.743719
C 5.069322 -3.652038 -5.836071
C 4.780452 -1.250067 -5.980045
C 0.470794 -3.763158 -5.594734
H 1.542832 -5.962090 -6.116294
H 3.163244 -5.579956 -6.584982
H 2.658653 -5.335722 -4.906750
H 1.191585 -2.739338 -8.042691
H 1.111583 -4.479544 -8.191170
H 3.544087 -4.654961 -8.437756
H 2.931867 -3.468165 -9.559367
H 5.015632 -2.761431 -8.326493
H 3.676388 -1.638154 -8.276044
H 5.072845 -3.661132 -4.741186
H 6.093219 -3.444421 -6.155284
H 4.854114 -4.661226 -6.179557
H 4.287275 -0.377766 -6.414050
H 5.814157 -1.228192 -6.342841
H 4.815853 -1.115231 -4.892823
H 0.545773 -4.028070 -4.535170
H -0.207628 -4.478707 -6.065700
H -0.017055 -2.790703 -5.659299
C 1.312102 1.983284 5.512607
C 2.237563 3.050355 6.145362
C 3.685766 2.744335 5.726782
C 4.217988 1.474505 6.386772
C 4.062145 1.523729 7.904277
C 2.676005 1.976206 8.414218
N 2.089898 3.105891 7.631920
O 2.676247 4.235533 8.054113
C 1.672605 0.804518 8.412699
C 2.834991 2.308700 9.915514
C 1.752093 4.359819 5.483428
H 1.215944 2.148494 4.434997
H 1.682061 0.964061 5.606676
H 0.304980 2.025329 5.936372
H 4.342190 3.583268 5.983844
H 3.749464 2.635973 4.639277
H 3.716877 0.587778 5.987427
H 5.276083 1.354450 6.135271
H 4.303503 0.538339 8.316134
H 4.830986 2.205498 8.287431
H 0.678585 1.148540 8.717049
H 1.971727 0.029569 9.122489
H 1.574730 0.301454 7.453497
H 3.631367 3.030910 10.107138
H 3.094701 1.409519 10.485593
H 1.906022 2.705222 10.341438
H 0.677823 4.494788 5.642687
H 1.926139 4.332315 4.404628
H 2.258726 5.251999 5.854028

Forces on the atoms, in the same order (eV/Å):
C -0.42 0.36 -0.47
C 1.40 0.77 0.19
C -0.21 -0.93 0.57
C 0.17 -1.63 -0.83
C -1.38 -0.64 1.37
C -0.26 0.97 -1.89
C 1.33 1.32 0.04
C -0.67 0.86 -0.76
C -1.36 -0.49 0.38
B -1.66 -0.96 0.20
O 0.38 0.68 -1.42
O 1.05 -2.09 -0.53
C -1.01 1.29 0.37
P 1.39 2.31 0.44
O -2.11 -0.16 -2.02
O 0.70 -1.58 -0.44
N 0.97 1.93 -1.37
C 0.89 -0.74 1.28
O -1.41 0.89 -0.58
C 1.17 0.41 1.24
C -1.87 3.55 -3.63
O 1.22 -4.75 4.83
C -0.23 1.70 1.08
F 0.21 -2.61 -0.71
F 0.06 0.78 -1.71
C 1.39 1.39 -1.27
F -0.44 -0.09 2.53
F -1.12 -2.31 -0.37
C 1.71 -1.53 -0.61
F -1.73 0.28 1.74
F 0.22 2.21 -0.30
C 0.53 0.61 2.01
O -1.16 -1.15 -1.16
O -0.51 0.87 -1.37
P 0.12 -2.32 -1.27
O -1.52 0.99 0.13
Br 0.29 0.23 0.76
H -1.22 1.43 -0.51
H 1.21 0.02 0.18
H -0.55 -0.32 1.07
H 0.82 -0.73 0.64
H 0.38 0.99 -1.15
H -0.44 1.43 -0.55
H 0.36 -0.15 1.62
H 1.15 -0.41 0.50
H -0.66 -0.37 1.35
H 0.21 -1.03 1.05
H -1.10 -0.25 -0.53
H 1.21 -0.67 -0.75
H 0.41 0.31 0.47
H 0.38 -0.60 -1.23
H 0.80 -1.00 0.70
H 0.24 1.10 0.57
H 0.47 0.53 0.46
H -0.16 -0.65 0.23
H 0.27 -0.07 -0.62
H 0.33 -0.34 -0.46
H -0.12 0.29 0.48
C 0.37 -0.10 0.03
C -0.75 -1.84 0.30
C 0.21 0.35 -0.18
C 0.05 -0.14 0.02
C -0.52 0.07 -0.26
C 2.08 -0.38 0.28
N -1.65 3.07 -2.07
O 0.81 -1.82 0.89
C 0.04 -0.43 0.01
C -0.54 0.36 0.25
C 0.01 0.68 0.19
H -0.08 0.27 0.02
H 0.06 0.10 0.07
H 0.00 0.08 -0.09
H 0.06 0.04 0.21
H 0.00 -0.02 0.27
H -0.08 0.00 0.05
H 0.05 -0.01 0.08
H 0.01 0.07 0.26
H 0.00 0.01 0.25
H -0.09 0.03 -0.13
H -0.14 0.17 -0.06
H -0.09 0.02 0.03
H -0.14 -0.17 0.14
H -0.21 -0.31 -0.02
H -0.09 -0.07 -0.16
H 0.06 0.02 -0.08
H 0.28 -0.05 -0.06
H 0.18 0.08 -0.08
C -0.09 -0.37 0.15
C -0.97 -0.33 -1.80
C 0.28 -0.05 0.31
C -0.09 -0.09 -0.05
C 0.29 0.33 -0.36
C -0.55 -1.72 1.07
N 3.11 2.12 0.51
O -1.39 -1.18 -0.36
C -0.18 -0.28 -0.27
C -0.03 0.68 -0.01
C 0.17 0.39 0.54
H 0.07 0.26 0.13
H -0.02 0.02 0.14
H 0.10 0.01 0.01
H -0.18 0.04 0.12
H -0.23 0.06 0.06
H -0.03 0.07 -0.04
H -0.08 -0.02 0.04
H -0.20 0.11 0.13
H -0.22 0.09 0.07
H 0.13 0.05 -0.08
H 0.14 0.17 0.01
H -0.01 0.09 -0.04
H -0.18 0.06 -0.17
H -0.09 -0.02 -0.36
H 0.12 -0.02 -0.15
H 0.09 -0.04 0.04
H 0.02 -0.28 0.11
H 0.02 -0.19 0.16

Output
**LUMO energy (spin up / spin down)**: -0.03043 / -0.03044 hartree
**Largest force on an atom**: 6.89 eV/A
**HOMO-LUMO gap (spin up / spin down)**: 7.9 / 7.9 eV
**2S+1**: 3
**Relative energy (zero: lowest compared OMol25 entry of this formula, charge and spin)**: 0.0 kcal per mole
**Net charge**: 0
**⟨S²⟩**: 2.01

---

relative energy (zero: lowest compared OMol25 entry of this formula, charge and spin) of number 2 (C35H57BBrF6N3O11P2)? 0.0 kcal per mole

---

Among the records above, which one has the lowest largest force on an atom? C47H58AsN5O2PRbSi2

---

Which of these has the lowest net charge? C47H58AsN5O2PRbSi2